[1]
Computed, not measured: C4H6N4 in the gas phase, with ωB97M-V/def2-TZVPD.

The geometry in ORCA input format:
```
! RIJCOSX wB97M-V def2-TZVPD def2/J DEFGRID3
* xyz 0 1
C 1.02 1.52 0.21
C -0.05 0.74 -0.27
C -1.46 1.08 -0.46
N -2.54 0.39 0.00
N -2.06 -1.11 0.24
C -0.81 -1.50 0.02
N 0.22 -0.63 -0.39
N 1.59 -0.93 -0.15
H 0.89 2.63 0.83
H 2.05 1.04 0.39
H -1.76 2.22 -0.39
H -0.58 -2.58 -0.01
H 1.75 -1.33 0.85
H 1.75 -1.54 -0.87
*
```

Output
HOMO energy   -8.23 eV
Total energy   -374.8437 a.u.
SMILES   C=C1C=NN=CN1N
ΔE to the lowest compared entry with this formula, charge and spin   571.52 kJ/mol

[2]
Computed, not measured: 9 unconnected molecules or ions with the total composition C11H40N2O9, with ωB97M-V/def2-TZVPD.

The geometry in ORCA input format:
```
! RIJCOSX wB97M-V def2-TZVPD def2/J DEFGRID3
* xyz 0 1
N 1.29 -3.59 -2.08
C 1.92 -3.37 -0.97
N 2.70 -4.30 -0.59
O 1.70 -2.24 -0.14
H 0.68 -2.84 -2.51
H 1.78 -4.24 -2.72
H 3.23 -4.19 0.19
H 2.72 -5.26 -0.91
C 2.26 3.59 2.09
C 2.35 2.30 1.43
O 2.05 2.40 0.10
H 3.09 4.15 1.64
H 2.49 3.61 3.14
H 1.47 4.22 1.86
H 1.65 1.63 1.99
H 3.41 1.92 1.48
H 1.34 1.75 -0.17
C -1.98 -2.84 -0.12
C -3.37 -3.13 -0.64
O -4.00 -1.98 -1.13
H -2.18 -2.21 0.73
H -1.39 -2.33 -0.88
H -1.41 -3.71 0.23
H -3.88 -3.62 0.20
H -3.44 -3.80 -1.42
H -4.79 -2.23 -1.62
C 2.39 0.22 4.26
O 2.44 -0.57 3.11
H 1.49 0.83 4.07
H 3.34 0.82 4.23
H 2.37 -0.26 5.19
H 1.57 -0.93 2.99
C -0.84 -0.76 -2.54
O -0.66 -1.92 -3.41
H -0.44 -0.80 -1.51
H -1.90 -0.50 -2.40
H -0.50 0.07 -3.10
H -1.38 -1.93 -4.05
C -0.77 0.40 0.70
O -0.37 1.44 -0.24
H -1.78 -0.03 0.56
H -0.79 0.83 1.71
H 0.01 -0.36 0.73
H -0.53 2.30 0.06
C -1.06 -2.54 3.61
O -0.05 -1.98 2.96
H -0.74 -2.84 4.67
H -1.48 -3.34 3.03
H -1.85 -1.82 3.57
H -0.16 -2.34 2.12
C -2.01 2.93 -3.25
O -2.05 1.93 -4.19
H -2.85 2.91 -2.52
H -1.93 3.90 -3.72
H -1.09 2.85 -2.70
H -1.24 1.85 -4.75
C 0.35 5.14 -1.16
O 1.31 4.94 -2.21
H 0.14 4.24 -0.53
H -0.52 5.72 -1.36
H 0.80 5.82 -0.41
H 1.11 4.12 -2.69
*
```

Output
HOMO energy   -9.07 eV
Total energy   -1229.5439 a.u.
SMILES   NC(N)=O.CCO.CCO.CO.CO.CO.CO.CO.CO
ΔE to the lowest compared entry with this formula, charge and spin   175.24 kJ/mol

[3]
Computed, not measured: a molecular structure, C2H6N2S, with ωB97M-V/def2-TZVPD.

The geometry in ORCA input format:
```
! RIJCOSX wB97M-V def2-TZVPD def2/J DEFGRID3
* xyz 0 1
C -1.74 -0.47 0.08
C 0.33 0.69 0.20
H -2.08 0.52 -0.39
H -2.02 -0.32 1.21
H -2.09 -1.45 -0.45
H -0.15 1.71 0.14
H 2.02 1.36 -0.81
H 1.62 -1.84 -0.31
N -0.27 -0.49 0.07
N 1.69 0.84 0.11
S 2.69 -0.55 0.14
*
```

Output
HOMO energy   -8.62 eV
Total energy   -587.3875 a.u.
ΔE to the lowest compared entry with this formula, charge and spin   305.85 kJ/mol

[4]
Computed, not measured: 2 unconnected molecules or ions with the total composition C4H12N2S, with ωB97M-V/def2-TZVPD.

The geometry in ORCA input format:
```
! RIJCOSX wB97M-V def2-TZVPD def2/J DEFGRID3
* xyz 0 1
C -1.05 -0.91 -0.03
N -0.70 0.28 -0.89
C 0.67 0.32 -1.43
C 1.76 0.82 -0.47
S 2.31 -0.29 0.82
C -2.12 -0.37 0.96
N -3.01 0.55 0.26
H -0.18 -1.29 0.49
H -1.45 -1.72 -0.69
H -0.64 1.14 -0.32
H 1.00 -0.63 -1.90
H 0.76 1.02 -2.26
H 1.43 1.80 0.07
H 2.64 1.18 -1.07
H 1.54 -1.89 -0.10
H -1.50 0.14 1.70
H -2.70 -1.19 1.46
H -3.98 0.30 0.37
H -2.84 0.59 -0.75
*
```

Output
HOMO energy   -8.81 eV
Total energy   -667.1728 a.u.
ΔE to the lowest compared entry with this formula, charge and spin   320.39 kJ/mol

[5]
Computed, not measured: a molecular structure, C30H28N9O4S2Zr, with ωB97M-V/def2-TZVPD.

The geometry in ORCA input format:
```
! RIJCOSX wB97M-V def2-TZVPD def2/J DEFGRID3
* xyz 1 1
Zr 0.52 0.81 0.80
C -5.13 1.45 0.93
C -4.58 2.75 1.48
N -3.30 3.10 0.89
C -2.14 2.55 1.25
S -0.74 3.02 0.29
N -2.14 1.74 2.29
N -0.91 1.20 2.54
C -0.84 0.47 3.61
C -2.02 0.21 4.48
C 0.45 -0.21 3.84
C 0.85 -0.66 5.09
C 2.07 -1.30 5.22
C 2.84 -1.50 4.09
C 2.39 -1.02 2.87
N 1.22 -0.39 2.75
H -6.07 1.19 1.41
H -5.31 1.52 -0.14
H -4.42 0.63 1.11
H -5.26 3.58 1.29
H -4.44 2.69 2.56
H -3.29 3.66 0.05
H -2.44 1.14 4.85
H -2.80 -0.25 3.87
H -1.78 -0.45 5.31
H 0.22 -0.49 5.95
H 2.40 -1.65 6.18
H 3.79 -2.02 4.14
H 2.95 -1.16 1.96
S -1.20 -1.07 0.59
C -1.27 -1.17 -1.16
N -2.00 -2.02 -1.82
N -2.72 -2.88 -1.16
C -3.53 -3.83 -1.84
C -4.44 -4.55 -1.09
C -5.24 -5.49 -1.71
C -5.13 -5.70 -3.08
C -4.21 -4.96 -3.82
C -3.40 -4.02 -3.21
N -0.58 -0.34 -2.01
N 0.12 0.57 -1.47
C 0.92 1.34 -2.39
C 1.53 2.49 -1.90
C 2.39 3.23 -2.70
C 2.63 2.82 -4.00
C 1.99 1.68 -4.50
C 1.14 0.94 -3.70
H -2.71 -2.88 -0.14
H -4.53 -4.38 -0.02
H -5.95 -6.06 -1.13
H -5.76 -6.43 -3.57
H -4.12 -5.12 -4.88
H -2.68 -3.45 -3.77
H 1.33 2.85 -0.89
H 2.86 4.12 -2.31
H 3.29 3.39 -4.64
H 2.17 1.37 -5.52
H 0.66 0.05 -4.08
O 2.07 2.06 1.64
C 3.27 2.19 1.30
C 3.93 1.44 0.29
C 5.19 1.92 -0.12
C 5.82 1.28 -1.16
C 5.26 0.17 -1.79
C 4.06 -0.33 -1.37
C 3.36 0.30 -0.32
O 2.20 -0.17 0.08
N 7.12 1.80 -1.63
O 7.58 1.28 -2.62
O 7.57 2.76 -1.05
H 3.85 2.96 1.83
H 5.65 2.78 0.35
H 5.80 -0.29 -2.61
H 3.62 -1.20 -1.84
*
```

Output
HOMO energy   -10.01 eV
Total energy   -2797.0587 a.u.
ΔE to the lowest compared entry with this formula, charge and spin   15.07 kJ/mol

[6]
Computed, not measured: 2 unconnected molecules or ions with the total composition C2H4N4S, with ωB97M-V/def2-TZVPD.

The geometry in ORCA input format:
```
! RIJCOSX wB97M-V def2-TZVPD def2/J DEFGRID3
* xyz 0 1
C -0.55 0.13 -1.64
N -0.38 -1.15 -1.38
N -0.70 -1.35 -0.12
N -1.17 -0.29 0.42
N -1.09 0.70 -0.48
H -0.69 0.68 -2.56
H -1.47 1.61 -0.37
C 1.51 -0.19 1.55
S 1.72 1.07 0.60
H 2.26 -1.00 1.68
H 0.55 -0.20 2.31
*
```

Output
HOMO energy   -8.76 eV
Total energy   -695.7138 a.u.
SMILES   c1nnn[nH]1.C=S
ΔE to the lowest compared entry with this formula, charge and spin   310.23 kJ/mol